(1)
Below is one molecule with the formula C4H7ClO2P2, with properties calculated with the ωB97M-V functional and the def2-TZVPD basis.

Last column: Mulliken charge in e.
Geometry (Å):
1 O 4.758 0.580 -0.443  -0.451
2 C 3.798 -0.037 -0.126  -0.122
3 C 2.399 0.487 -0.042  -0.376
4 C 1.226 -0.157 -0.058  0.674
5 O 1.065 -1.440 0.183  -0.489
6 C -0.296 0.688 -0.053  -0.142
7 P -0.842 0.801 1.751  -0.005
8 P -1.499 -0.425 -1.125  0.000
9 Cl -0.280 2.305 -0.574  -0.094
10 H 3.896 -1.183 0.220  0.207
11 H 2.415 1.642 -0.164  0.210
12 H 0.174 -1.768 0.158  0.298
13 H -1.471 -0.483 1.907  0.042
14 H -1.978 1.592 1.249  0.089
15 H -1.052 0.319 -2.153  0.073
16 H -2.400 0.646 -1.269  0.086

HOMO energy   -9.571 eV
DFT total energy   -1449.8643 Eh
SMILES   O=C/C=C(\O)C(P)(P)Cl
F_max   4.3 eV Å⁻¹
Energy above the lowest of the compared OMol25 structures with the same formula, charge and spin   3.62 kcal/mol

(2)
Below is C10H16ClPtRuSe as an isolated structure, with properties calculated with the ωB97M-V functional and the def2-TZVPD basis.

Last column: Löwdin spin population.
Geometry (Å):
1 Ru -0.484 1.034 -0.252  3.103
2 Cl -1.831 2.375 -1.599  0.325
3 C -2.052 -0.021 0.392  0.310
4 H -1.828 -0.667 1.258  0.040
5 H -2.400 -0.631 -0.469  0.039
6 H -2.837 0.709 0.654  0.037
7 Pt 0.483 0.030 -2.535  0.880
8 C 2.283 0.629 -3.224  0.273
9 C -0.638 -0.032 -4.233  0.335
10 C 0.605 -0.639 -0.643  0.319
11 H -0.965 -1.084 -4.259  0.019
12 H -1.509 0.641 -4.197  0.029
13 H 0.018 0.192 -5.082  0.043
14 H 2.937 -0.188 -2.871  0.031
15 H 2.212 0.676 -4.324  0.037
16 H 2.559 1.600 -2.772  0.013
17 H 0.077 -1.566 -0.515  0.033
18 H 1.634 -0.639 -0.278  0.047
19 Se 0.809 1.377 1.718  0.870
20 C 0.277 0.257 3.170  0.155
21 C -0.953 0.449 3.828  0.477
22 C -1.245 -0.320 4.960  0.480
23 C -0.322 -1.258 5.440  0.060
24 C 0.900 -1.433 4.773  0.449
25 C 1.213 -0.688 3.650  0.508
26 H -1.645 1.197 3.439  0.023
27 H -2.202 -0.177 5.487  0.023
28 H -0.542 -1.822 6.340  -0.007
29 H 1.623 -2.163 5.166  0.020
30 H 2.152 -0.790 3.128  0.030

Spin multiplicity   10
HOMO energy (alpha / beta)   -5.614 / -9.075 eV
DFT total energy   -3465.9611 Eh
F_max   6.2 eV Å⁻¹
Energy above the lowest of the compared OMol25 structures with the same formula, charge and spin   21.49 kcal/mol

(3)
Below is C7H18AuClOSn as an isolated structure, with properties calculated with the ωB97M-V functional and the def2-TZVPD basis.

Last column: Löwdin spin population.
Geometry (Å):
1 Au 0.401 -0.817 -0.707  0.393
2 Cl -0.911 1.512 -1.907  0.060
3 C -1.664 -1.086 -0.130  0.328
4 H -1.612 -1.827 0.680  0.025
5 H -2.118 -1.521 -1.029  0.026
6 H -2.101 -0.116 0.146  0.030
7 Sn 0.202 0.509 -3.743  0.440
8 C -1.143 0.839 -5.353  0.161
9 C 2.011 1.631 -4.153  0.067
10 C 0.587 -1.337 -2.809  0.081
11 H 2.702 1.372 -3.332  0.013
12 H 2.450 1.468 -5.150  0.039
13 H 1.652 2.664 -4.062  0.022
14 H -2.088 0.411 -5.002  0.028
15 H -1.193 1.930 -5.383  0.058
16 H -0.836 0.448 -6.323  0.079
17 H -0.250 -2.015 -3.029  0.009
18 H 1.611 -1.737 -2.905  0.030
19 C -0.189 -0.659 3.076  0.002
20 C 1.143 -0.563 2.347  0.001
21 C 2.328 -1.056 3.166  0.003
22 O 1.261 -1.338 1.148  0.100
23 H -0.374 -1.715 3.282  0.000
24 H -0.991 -0.295 2.431  0.002
25 H -0.143 -0.101 4.025  0.000
26 H 1.336 0.516 2.154  0.001
27 H 2.219 -2.129 3.359  0.000
28 H 3.213 -0.953 2.530  0.001
29 H 2.469 -0.524 4.109  0.001

Spin multiplicity   3
HOMO energy (alpha / beta)   3.107 / -1.410 eV
DFT total energy   -1162.7513 Eh
Charge   -2
F_max   2.2 eV Å⁻¹
Energy above the lowest of the compared OMol25 structures with the same formula, charge and spin   0.00 kcal/mol

(4)
Below is C37H53CuN4O2P2 as an isolated structure, with properties calculated with the ωB97M-V functional and the def2-TZVPD basis.

Last column: Löwdin spin population.
Geometry (Å):
1 C 2.827 -0.194 1.195  0.006
2 C 2.664 0.159 -1.118  0.003
3 C 4.192 0.096 1.193  0.010
4 C 4.050 0.363 -1.190  0.014
5 C 4.817 0.348 -0.023  0.001
6 H 4.721 0.058 2.143  0.001
7 H 4.495 0.554 -2.167  0.001
8 H 5.891 0.540 -0.061  0.000
9 N 2.085 -0.072 0.085  0.058
10 P 0.554 -1.531 2.099  0.078
11 P 0.296 1.234 -2.213  0.080
12 C 2.149 -0.686 2.465  0.005
13 H 2.829 -1.366 3.003  0.001
14 H 1.964 0.165 3.140  0.000
15 C -1.577 -0.106 0.355  0.043
16 O -2.732 -0.070 0.459  -0.001
17 C 1.759 0.123 -2.313  0.058
18 H 2.296 0.211 -3.264  0.005
19 C -0.733 0.826 -3.790  0.008
20 C 1.026 3.016 -2.399  0.027
21 C 1.082 -3.344 1.904  0.020
22 C -0.429 -1.197 3.673  0.008
23 C -1.827 -0.175 -3.376  0.001
24 H -2.478 0.241 -2.597  0.000
25 H -2.445 -0.392 -4.261  0.000
26 H -1.415 -1.120 -3.010  0.000
27 C -1.440 2.071 -4.341  0.000
28 H -2.069 2.555 -3.583  0.000
29 H -0.744 2.805 -4.763  0.000
30 H -2.103 1.753 -5.160  0.000
31 C 0.133 0.205 -4.888  0.003
32 H -0.521 -0.024 -5.743  0.001
33 H 0.907 0.890 -5.252  0.000
34 H 0.604 -0.733 -4.571  0.000
35 C -0.108 4.041 -2.186  0.001
36 H -0.755 3.741 -1.351  0.001
37 H 0.338 5.015 -1.935  0.000
38 H -0.726 4.187 -3.079  0.000
39 C 2.057 3.241 -1.285  0.000
40 H 1.649 2.976 -0.302  0.000
41 H 2.980 2.673 -1.452  0.000
42 H 2.320 4.309 -1.264  0.000
43 C 1.700 3.179 -3.775  0.006
44 H 1.995 2.230 -4.243  0.001
45 H 1.067 3.738 -4.477  0.000
46 H 2.624 3.764 -3.646  0.002
47 C -1.758 -1.970 3.614  0.000
48 H -2.384 -1.638 4.456  0.000
49 H -2.313 -1.763 2.689  0.000
50 H -1.619 -3.054 3.718  0.000
51 C -0.745 0.309 3.741  -0.001
52 H 0.156 0.913 3.902  0.000
53 H -1.253 0.666 2.839  0.000
54 H -1.411 0.479 4.601  0.000
55 C 0.359 -1.575 4.935  0.004
56 H -0.165 -1.143 5.801  0.001
57 H 0.406 -2.656 5.099  0.000
58 H 1.378 -1.169 4.934  0.000
59 C 2.158 -3.453 0.806  0.000
60 H 2.464 -4.510 0.729  0.000
61 H 1.758 -3.154 -0.172  0.000
62 H 3.052 -2.854 1.032  0.000
63 C -0.142 -4.161 1.452  0.000
64 H -0.557 -3.766 0.514  0.000
65 H 0.183 -5.198 1.275  0.000
66 H -0.932 -4.181 2.213  0.000
67 C 1.662 -3.927 3.201  0.007
68 H 2.466 -3.310 3.624  0.000
69 H 0.889 -4.101 3.959  0.000
70 H 2.100 -4.909 2.957  0.002
71 Cu 0.107 -0.588 0.065  0.383
72 N 0.196 -1.893 -1.442  0.143
73 C 1.044 -1.685 -2.298  0.004
74 C 1.708 -2.609 -3.270  0.007
75 C 1.065 -3.835 -3.485  0.000
76 C 2.954 -2.349 -3.850  -0.001
77 C 1.650 -4.796 -4.317  0.000
78 H 0.114 -4.018 -2.976  0.001
79 C 3.542 -3.306 -4.682  0.001
80 H 3.469 -1.414 -3.624  0.000
81 C 2.889 -4.523 -4.917  -0.001
82 H 1.152 -5.751 -4.492  0.000
83 H 4.516 -3.090 -5.129  0.000
84 H 3.351 -5.270 -5.565  0.000
85 N -3.111 6.271 3.076  0.000
86 C -1.831 5.803 3.174  0.000
87 O -0.983 6.363 3.863  0.000
88 C -1.509 4.588 2.358  0.001
89 C -0.218 4.043 2.445  0.000
90 C 0.108 2.918 1.683  0.001
91 N -0.770 2.316 0.859  0.007
92 C -1.986 2.860 0.737  0.002
93 C -2.409 3.972 1.474  0.000
94 H -3.354 7.057 3.659  0.000
95 H -3.863 5.755 2.647  0.000
96 H 0.544 4.473 3.092  0.000
97 H 1.113 2.492 1.755  0.000
98 H -2.678 2.404 0.025  0.000
99 H -3.432 4.317 1.324  0.000

Spin multiplicity   2
HOMO energy (alpha / beta)   -10.296 / -9.801 eV
DFT total energy   -4134.1575 Eh
Charge   +1
F_max   5.6 eV Å⁻¹
Energy above the lowest of the compared OMol25 structures with the same formula, charge and spin   0.00 kcal/mol

(5)
Below is one molecule with the formula C18H21NO7S, with properties calculated with the ωB97M-V functional and the def2-TZVPD basis.

Last column: Mulliken charge in e.
Geometry (Å):
1 C -0.234 1.040 -4.333  -0.959
2 O -0.271 -0.107 -3.490  -0.086
3 C 0.273 -1.218 -3.998  0.770
4 O 0.621 -1.334 -5.139  -0.618
5 C 0.305 -2.355 -2.982  -0.953
6 N 0.573 -1.944 -1.630  0.006
7 C -0.408 -1.848 -0.645  -0.294
8 C -0.015 -2.002 0.686  0.060
9 C -0.929 -1.866 1.704  -0.766
10 C -2.271 -1.596 1.425  0.828
11 O -3.094 -1.482 2.507  -0.460
12 C -4.463 -1.243 2.287  -0.860
13 C -2.669 -1.466 0.101  -0.611
14 C -1.742 -1.581 -0.923  -0.621
15 S 2.020 -1.103 -1.394  1.553
16 O 2.962 -1.954 -0.728  -0.732
17 O 2.392 -0.597 -2.685  -0.734
18 C 1.586 0.234 -0.287  -0.628
19 C 0.584 1.116 -0.609  -0.710
20 C 0.269 2.135 0.281  -0.964
21 C 0.957 2.267 1.478  1.117
22 O 0.721 3.218 2.412  -0.443
23 C -0.307 4.152 2.183  -0.912
24 C 1.998 1.356 1.792  0.759
25 O 2.619 1.559 2.976  -0.460
26 C 3.652 0.673 3.346  -0.891
27 C 2.299 0.345 0.897  -0.277
28 H 0.781 1.441 -4.351  0.331
29 H -0.927 1.762 -3.908  0.256
30 H -0.530 0.769 -5.348  0.395
31 H 1.098 -3.038 -3.304  0.294
32 H -0.648 -2.890 -3.015  0.466
33 H 1.015 -2.240 0.896  0.652
34 H -0.634 -1.979 2.735  0.461
35 H -4.918 -1.209 3.276  0.243
36 H -4.629 -0.287 1.781  0.329
37 H -4.923 -2.047 1.705  0.341
38 H -3.698 -1.264 -0.154  0.398
39 H -2.067 -1.447 -1.943  0.410
40 H 0.047 1.006 -1.534  0.392
41 H -0.522 2.821 0.029  0.395
42 H -0.315 4.797 3.059  0.239
43 H -1.281 3.661 2.086  0.357
44 H -0.111 4.755 1.291  0.353
45 H 4.481 0.704 2.633  0.351
46 H 3.996 1.019 4.319  0.230
47 H 3.286 -0.354 3.433  0.350
48 H 3.074 -0.380 1.082  0.644

HOMO energy   -8.069 eV
DFT total energy   -1678.0769 Eh
SMILES   COC(=O)CN(c1ccc(OC)cc1)S(=O)(=O)c1ccc(OC)c(OC)c1
F_max   1.1 eV Å⁻¹
Energy above the lowest of the compared OMol25 structures with the same formula, charge and spin   12.78 kcal/mol

(6)
Below is one molecule with the formula C3H9N3OS, with properties calculated with the ωB97M-V functional and the def2-TZVPD basis.

Last column: Mulliken charge in e.
Geometry (Å):
1 C -1.461 -0.736 0.948  -1.125
2 C -0.776 -0.777 -0.423  -0.343
3 N -1.646 0.164 -1.235  -0.623
4 C 0.651 -0.446 -0.314  0.669
5 N 1.564 -1.173 -0.690  -0.575
6 S 3.126 -0.724 -0.189  -0.149
7 N 0.869 0.799 0.464  -0.379
8 O 1.527 1.797 -0.356  -0.398
9 H -1.402 0.294 1.392  0.329
10 H -0.926 -1.599 1.517  0.295
11 H -2.472 -0.993 0.675  0.390
12 H -0.964 -1.847 -0.815  0.386
13 H -1.096 0.393 -2.145  0.302
14 H -1.661 1.085 -0.633  0.358
15 H 2.558 0.240 0.788  0.225
16 H -0.128 1.194 0.605  0.280
17 H 2.238 2.330 0.410  0.358

HOMO energy   -8.547 eV
DFT total energy   -757.2389 Eh
SMILES   C[C@@H](N)/C(=N/S)NO
F_max   5.3 eV Å⁻¹
Energy above the lowest of the compared OMol25 structures with the same formula, charge and spin   106.13 kcal/mol

Question: What is the formula in the third record?
Answer: C7H18AuClOSn